Entry 1:
{
  "formula": "CH4N2O2",
  "method": "the ωB97M-V functional and the def2-TZVPD basis",
  "homo_energy_ev": -8.9,
  "largest_force_ha_per_bohr": 0.1276,
  "spin_multiplicity": 1,
  "relative_energy_kcal_mol": 127.4,
  "elements": ["C", "H", "H", "H", "H", "N", "N", "O", "O"],
  "positions_angstrom": [[0.242, 0.052, 0.058], [-0.619, -1.575, -1.525], [-0.691, 0.583, -1.400], [0.542, -1.090, 0.550], [-0.200, 0.991, 2.823], [0.246, 0.113, -1.287], [0.020, 1.198, 0.856], [0.011, -0.987, -2.189], [0.449, 0.715, 2.113]]
}

Entry 2:
{
  "formula": "C20H26N4O3S",
  "method": "the ωB97M-V functional and the def2-TZVPD basis",
  "homo_energy_ev": -7.6,
  "largest_force_ha_per_bohr": 0.0208,
  "spin_multiplicity": 1,
  "relative_energy_kcal_mol": 68.3,
  "elements": ["C", "N", "S", "O", "O", "N", "C", "C", "C", "C", "C", "C", "H", "H", "H", "H", "H", "C", "H", "C", "O", "N", "C", "H", "C", "N", "C", "C", "C", "C", "C", "C", "H", "H", "H", "H", "H", "C", "H", "C", "H", "H", "H", "H", "H", "H", "H", "C", "H", "H", "H", "H", "H", "H"],
  "positions_angstrom": [[4.924, 0.550, -0.474], [3.927, 1.490, -0.028], [2.394, 1.336, -0.630], [2.505, 0.977, -2.008], [1.678, 2.522, -0.303], [1.636, 0.069, 0.185], [2.240, -1.200, 0.138], [2.517, -1.925, 1.296], [3.101, -3.178, 1.213], [3.420, -3.724, -0.017], [3.138, -3.010, -1.170], [2.546, -1.764, -1.100], [2.326, -1.208, -1.995], [3.372, -3.431, -2.137], [3.878, -4.700, -0.076], [3.310, -3.725, 2.121], [2.283, -1.517, 2.267], [0.833, 0.404, 1.340], [0.212, -0.467, 1.582], [-0.102, 1.601, 1.144], [-0.168, 2.447, 2.015], [-0.916, 1.586, 0.073], [-0.869, 0.618, -1.003], [0.004, 0.788, -1.645], [-2.164, 0.747, -1.825], [-3.304, 0.988, -0.979], [-4.051, -0.047, -0.447], [-3.693, -1.391, -0.586], [-4.499, -2.395, -0.082], [-5.676, -2.096, 0.580], [-6.045, -0.769, 0.721], [-5.253, 0.240, 0.212], [-5.581, 1.264, 0.307], [-6.967, -0.515, 1.225], [-6.298, -2.884, 0.976], [-4.193, -3.425, -0.202], [-2.776, -1.671, -1.081], [-3.229, 2.261, -0.284], [-3.640, 2.141, 0.721], [-1.770, 2.729, -0.172], [-1.438, 3.238, -1.082], [-1.651, 3.412, 0.670], [-3.817, 3.024, -0.813], [-2.324, -0.149, -2.423], [-2.081, 1.592, -2.516], [-0.798, -0.386, -0.577], [1.442, 0.651, 2.220], [4.006, 1.898, 1.353], [3.152, 2.542, 1.552], [3.998, 1.040, 2.036], [4.926, 2.463, 1.509], [4.686, 0.289, -1.501], [4.944, -0.359, 0.140], [5.904, 1.028, -0.438]]
}

Entry 3:
{
  "formula": "C42H81BClNO4",
  "method": "the ωB97M-V functional and the def2-TZVPD basis",
  "homo_energy_ev": -9.6,
  "largest_force_ha_per_bohr": 0.0225,
  "spin_multiplicity": 1,
  "elements": ["C", "O", "B", "O", "C", "C", "C", "N", "C", "C", "C", "C", "C", "O", "C", "Cl", "C", "C", "O", "H", "H", "H", "H", "H", "H", "H", "H", "H", "H", "H", "C", "C", "C", "C", "C", "C", "H", "H", "H", "H", "H", "H", "H", "H", "H", "H", "H", "H", "H", "H", "C", "C", "C", "C", "C", "C", "H", "H", "H", "H", "H", "H", "H", "H", "H", "H", "H", "H", "H", "H", "C", "C", "C", "C", "C", "C", "H", "H", "H", "H", "H", "H", "H", "H", "H", "H", "H", "H", "H", "H", "C", "C", "C", "C", "C", "C", "H", "H", "H", "H", "H", "H", "H", "H", "H", "H", "H", "H", "H", "H", "C", "C", "C", "C", "C", "C", "H", "H", "H", "H", "H", "H", "H", "H", "H", "H", "H", "H", "H", "H"],
  "positions_angstrom": [[-3.774, -0.739, 2.170], [-2.915, -1.198, 1.121], [-2.088, -2.242, 1.474], [-1.944, -3.327, 0.670], [-1.316, -2.187, 2.873], [-1.809, -2.947, 3.946], [-3.018, -3.853, 3.815], [-2.822, -5.242, 4.234], [-1.197, -2.858, 5.203], [-0.100, -2.038, 5.419], [0.414, -1.328, 4.341], [-0.176, -1.403, 3.081], [0.482, -0.633, 1.988], [-0.090, -0.100, 1.084], [1.975, -0.531, 2.140], [2.998, -0.522, 0.754], [2.511, -0.430, 3.352], [1.622, -0.488, 4.528], [1.860, 0.101, 5.548], [-4.241, -1.556, 2.712], [-4.553, -0.144, 1.707], [-3.239, -0.097, 2.867], [-2.691, -3.382, 0.062], [-3.807, -3.437, 4.444], [-3.402, -3.885, 2.800], [-2.229, -5.705, 3.557], [-2.394, -5.298, 5.146], [-1.587, -3.437, 6.029], [0.382, -1.937, 6.379], [3.571, -0.334, 3.511], [2.642, -2.333, 9.138], [1.978, -3.665, 9.478], [0.467, -3.560, 9.681], [0.027, -2.664, 10.839], [0.590, -3.055, 12.204], [0.158, -4.445, 12.664], [2.528, -1.606, 9.943], [3.710, -2.470, 8.967], [2.211, -1.903, 8.231], [2.449, -4.093, 10.367], [2.168, -4.370, 8.664], [0.061, -4.566, 9.823], [0.012, -3.181, 8.759], [-1.066, -2.676, 10.889], [0.305, -1.628, 10.625], [0.252, -2.320, 12.939], [1.681, -2.995, 12.194], [-0.930, -4.516, 12.717], [0.556, -4.663, 13.656], [0.518, -5.224, 11.990], [4.109, 1.052, -6.024], [2.623, 1.028, -5.675], [2.227, 2.076, -4.638], [2.895, 1.924, -3.270], [2.664, 0.579, -2.585], [1.199, 0.296, -2.282], [4.731, 0.824, -5.157], [4.333, 0.313, -6.795], [4.399, 2.033, -6.405], [2.343, 0.028, -5.330], [2.045, 1.209, -6.585], [1.140, 2.058, -4.515], [2.467, 3.070, -5.031], [2.526, 2.722, -2.617], [3.972, 2.092, -3.366], [3.222, 0.568, -1.648], [3.075, -0.231, -3.195], [0.774, 1.070, -1.641], [1.094, -0.659, -1.765], [0.607, 0.240, -3.198], [4.952, 5.790, -4.829], [6.173, 4.949, -5.189], [6.715, 4.134, -4.017], [7.217, 4.956, -2.828], [8.318, 5.961, -3.160], [9.594, 5.312, -3.689], [5.185, 6.535, -4.066], [4.579, 6.323, -5.704], [4.144, 5.159, -4.452], [6.955, 5.594, -5.598], [5.899, 4.258, -5.991], [7.520, 3.489, -4.379], [5.928, 3.460, -3.663], [7.584, 4.266, -2.062], [6.377, 5.488, -2.372], [8.558, 6.522, -2.253], [7.954, 6.696, -3.883], [9.997, 4.600, -2.967], [10.360, 6.066, -3.878], [9.419, 4.783, -4.627], [-8.990, 2.193, -2.509], [-7.780, 1.344, -2.891], [-7.190, 0.563, -1.718], [-6.651, 1.425, -0.574], [-5.574, 2.429, -0.981], [-4.322, 1.768, -1.548], [-8.731, 2.958, -1.775], [-9.396, 2.702, -3.384], [-9.782, 1.571, -2.086], [-7.015, 1.981, -3.343], [-8.079, 0.632, -3.664], [-6.391, -0.085, -2.092], [-7.956, -0.107, -1.316], [-6.245, 0.760, 0.195], [-7.477, 1.962, -0.099], [-5.299, 3.016, -0.101], [-5.975, 3.141, -1.708], [-3.882, 1.075, -0.826], [-3.570, 2.519, -1.792], [-4.540, 1.214, -2.463], [-4.421, -0.456, -5.022], [-3.148, -1.075, -4.454], [-1.885, -0.712, -5.224], [-1.823, -1.163, -6.682], [-1.992, -2.666, -6.894], [-0.899, -3.498, -6.230], [-4.639, -0.815, -6.030], [-5.278, -0.710, -4.395], [-4.340, 0.633, -5.056], [-3.266, -2.161, -4.396], [-3.014, -0.725, -3.426], [-1.038, -1.123, -4.666], [-1.767, 0.377, -5.196], [-0.862, -0.850, -7.100], [-2.587, -0.635, -7.260], [-1.984, -2.867, -7.969], [-2.972, -2.991, -6.532], [0.087, -3.215, -6.603], [-1.042, -4.560, -6.437], [-0.900, -3.374, -5.146]]
}

Number 1: DFT total energy -8171.1600 eV, gap between HOMO and LUMO 9.229 eV. Number 2: DFT total energy -44099.6038 eV, gap between HOMO and LUMO 8.240 eV. Number 3: DFT total energy -67750.0488 eV, gap between HOMO and LUMO 8.487 eV.